The following is a quantum chemistry calculation of a cluster of 2 separate species, C14H16O in total in a non-equilibrium geometry, from the Open Molecules 2025 dataset.

The geometry in XYZ format:
```
31
Properties=species:S:1:pos:R:3:forces:R:3
C 3.10193 -2.56335 1.03125 0.5 -0.4 0.0
C 3.41607 1.06151 -0.08923 -0.7 0.6 0.7
C 3.68198 -0.16620 0.43585 2.9 0.9 1.0
C 2.05826 1.25858 -0.44146 -0.3 1.1 -2.0
C 2.83432 -1.24065 0.34426 -3.4 -1.2 0.6
C 1.06424 0.24086 -0.51188 0.6 -0.5 0.7
C 1.48174 -0.99630 -0.18108 1.5 -1.5 0.3
O 1.70265 2.42330 -0.96259 0.3 -0.4 0.3
H 4.06008 1.97900 -0.07379 -0.3 -1.3 0.2
H 4.59333 -0.27994 1.03574 -0.1 -0.1 -0.6
H 2.50943 2.93964 -1.13194 -0.3 0.3 0.1
H 0.05940 0.46009 -0.78659 -0.5 0.3 -0.3
H 3.41604 -2.43348 2.09282 0.2 0.0 -0.9
H 3.83904 -3.11669 0.45285 1.1 0.4 0.2
H 0.93232 -1.93338 -0.24350 -0.6 0.6 -0.1
H 2.39198 -3.40417 1.02894 -1.0 1.2 -0.1
C -3.69560 -1.53175 -0.74992 0.6 -0.3 0.7
C -3.20339 0.90331 -1.04984 0.5 -1.3 -0.8
C -2.98499 -0.27895 -0.26456 -0.3 1.4 -0.5
C -2.78521 2.17152 -0.69642 0.1 -1.9 0.1
C -1.98371 2.21124 0.44025 1.4 2.0 0.3
C -2.17371 -0.14377 0.87075 0.7 0.2 -0.5
C -1.51452 1.12052 1.12193 -1.8 -2.0 1.8
H -3.54177 0.72348 -2.08593 -0.5 0.3 0.8
H -3.05712 2.94992 -1.38280 0.2 0.7 0.3
H -4.50238 -1.87312 -0.13078 -0.4 0.2 0.9
H -3.04770 -2.39528 -0.78219 0.5 -0.2 -0.1
H -1.55304 3.12977 0.83504 -0.4 0.3 -0.5
H -1.99486 -1.03511 1.49081 0.0 0.5 -0.2
H -0.92591 1.27509 2.08573 -0.7 -0.3 -1.6
H -4.17891 -1.45570 -1.70174 0.1 0.5 -0.8
```
Positions in Å, forces in eV/Å.

**HOMO-LUMO gap (spin up / spin down)**: 7.981 / 4.339 eV
**Largest force on an atom**: 0.0702 hartree/bohr
**Highest occupied orbital energy (spin up / spin down)**: -11.664 / -11.660 eV
**Charge**: +1
**Energy relative to the best compared isomer or geometry (same formula, charge and spin)**: 41.6 kcal per mole
**Spin multiplicity**: 2
**<S²>**: 0.769

---

The following is a quantum chemistry calculation of a structure of composition C14H17BaIN2O2 in a non-equilibrium geometry, from the Open Molecules 2025 dataset.

The geometry in XYZ format:
```
37
Properties=species:S:1:pos:R:3:forces:R:3
C 3.52195 4.13551 0.92904 0.0 0.1 0.0
C 4.69336 3.22887 0.56318 0.1 0.2 0.1
H 3.22235 4.74985 0.07594 0.0 -0.1 0.0
H 3.81153 4.82299 1.72883 -0.1 -0.1 -0.1
H 2.63844 3.58612 1.26864 0.1 0.1 0.0
H 4.40687 2.43547 -0.13031 0.0 0.0 0.0
H 5.48339 3.81444 0.08556 0.0 -0.1 0.0
H 5.12969 2.76466 1.45056 -0.1 -0.1 -0.1
C -2.79357 0.95126 -0.88595 0.2 -0.5 -0.3
C -4.01719 0.89701 -1.55522 0.0 -0.2 -0.1
C -4.28962 -0.19959 -2.38101 0.3 0.1 0.2
C -3.33320 -1.20803 -2.50910 0.6 0.0 0.3
H -2.51610 1.77365 -0.21619 -0.2 -0.2 -0.2
H -4.73454 1.70629 -1.42476 0.2 -0.3 -0.1
H -5.23041 -0.28213 -2.92696 0.2 0.1 0.2
H -3.48217 -2.09392 -3.13297 -0.2 0.5 0.2
N -1.85889 -0.00725 -1.02079 -0.9 -0.4 -0.8
C -2.11828 -1.08381 -1.81728 -0.7 1.2 0.3
C -1.04990 -2.09671 -1.90198 1.3 -0.7 0.2
N 0.07770 -1.82924 -1.19269 -0.2 -0.8 -0.5
C 1.08291 -2.72158 -1.15249 -1.0 0.0 -0.7
C -0.10663 -4.18102 -2.65667 0.0 0.3 0.1
C 1.03297 -3.90961 -1.89051 -0.1 0.3 0.2
H 1.93794 -2.45970 -0.51785 -0.3 -0.2 -0.3
H 1.88040 -4.58688 -1.85304 -0.2 0.0 -0.1
C -1.16957 -3.27670 -2.65677 0.2 0.6 0.4
H -2.09025 -3.43564 -3.21817 0.5 -0.3 0.1
H -0.18115 -5.08748 -3.25511 0.1 0.2 0.2
Ba 0.41038 0.35375 0.38738 0.1 -0.1 1.1
I -0.48357 3.09966 1.78022 -0.1 0.2 -0.1
C -1.16855 -1.48192 4.79806 0.0 -0.1 -0.7
O -0.77447 -0.87883 3.55085 0.2 1.3 1.9
C -0.68913 -1.48939 2.38648 0.7 0.1 -2.8
O -1.06592 -2.63283 2.20770 -0.3 -0.7 0.5
H -2.04069 -0.93148 5.13831 -0.1 -0.1 0.2
H -0.33116 -1.33197 5.47391 -0.1 -0.1 0.2
H -1.38681 -2.53393 4.64794 -0.1 -0.1 0.1
```
Positions in Å, forces in eV/Å.

**HOMO-LUMO gap**: 5.246 eV
**Largest force on an atom**: 0.0553 hartree/bohr
**Highest occupied orbital energy**: -6.242 eV
**Energy relative to the best compared isomer or geometry (same formula, charge and spin)**: 48.5 kcal per mole

---

The following is a quantum chemistry calculation of a cluster of 2 separate species, C14H17BrClF5INO6P in total in a non-equilibrium geometry, from the Open Molecules 2025 dataset.

The geometry in XYZ format:
```
47
Properties=species:S:1:pos:R:3:forces:R:3
O 0.48394 4.63385 2.84577 -0.4 -0.4 -0.1
C 0.11864 3.74301 2.15159 0.0 0.3 0.1
O -0.33202 3.87189 0.87358 0.0 -0.2 0.0
P 0.76600 3.63521 -0.37037 0.8 0.7 -0.2
O 0.92552 2.02461 -0.16309 0.0 0.1 -0.2
Cl -0.43663 3.82976 -1.99554 -0.3 -0.2 0.3
C -0.00111 2.29934 2.63295 0.0 -0.1 0.0
C -1.30114 1.78070 2.73714 0.3 0.1 0.0
I -3.03620 2.81603 2.31817 -0.1 0.1 0.0
C -1.40765 0.48345 3.17753 0.2 0.1 0.0
F -2.53161 -0.14446 3.31641 -0.3 -0.1 0.0
N -0.33338 -0.23518 3.50776 0.1 0.1 0.0
C 0.92997 0.24221 3.41036 -0.2 -0.2 -0.1
Br 2.23245 -0.98092 3.89433 0.1 -0.1 0.1
C 1.13608 1.52407 2.95217 -0.3 0.4 0.2
C 2.57879 2.01356 2.81225 0.2 -0.2 -0.4
F 2.63469 3.19393 2.17631 -0.1 -0.1 0.0
F 3.21318 1.11960 2.00461 0.0 0.1 0.1
C 3.35198 2.12967 4.18183 0.2 -0.2 -0.1
F 3.71690 3.40452 4.35486 -0.1 -0.1 0.1
F 4.45590 1.35867 4.11918 0.0 0.1 0.0
H 1.78178 1.80731 -0.56544 -0.1 -0.4 0.0
H -0.48043 -1.18553 3.83662 0.0 -0.1 0.0
H 2.75284 1.78119 5.02568 -0.1 0.2 0.1
C -2.50250 -1.63295 -5.25617 0.0 -0.1 0.0
O -1.72397 -2.25998 -4.26004 0.0 0.2 0.1
C -0.33815 -2.25071 -4.54881 -0.1 -0.1 0.0
C 0.47724 -2.22353 -3.27892 0.1 -0.1 -0.1
O 0.49347 -0.96210 -2.62235 0.1 0.1 0.1
C -0.66949 -0.55797 -1.92500 0.0 0.2 -0.1
C -0.90989 -1.30305 -0.63130 -0.2 -0.1 0.0
O -1.43459 -2.59113 -0.86148 0.2 -0.1 -0.1
C -1.13825 -3.50696 0.16379 -0.1 0.0 0.0
H -2.46385 -2.18266 -6.20256 0.0 0.0 0.0
H -3.53108 -1.61474 -4.90229 0.0 0.0 0.0
H -2.17027 -0.60264 -5.42824 0.0 0.0 0.0
H -0.07897 -1.38083 -5.16346 0.0 0.0 0.0
H -0.08022 -3.15989 -5.10803 0.1 0.1 -0.1
H 1.51705 -2.40828 -3.55500 0.0 0.0 0.0
H 0.16582 -3.02137 -2.60207 -0.1 0.0 0.0
H -1.55232 -0.58321 -2.56676 0.0 -0.2 0.1
H -0.48427 0.48621 -1.66595 0.0 0.0 0.0
H -1.63797 -0.73107 -0.03038 0.1 0.1 0.1
H 0.03799 -1.37077 -0.07682 0.0 0.0 0.0
H -0.05735 -3.56646 0.34253 0.0 0.0 0.0
H -1.49209 -4.48369 -0.15659 0.0 0.0 0.0
H -1.64483 -3.23872 1.10123 0.0 0.0 0.0
```
Positions in Å, forces in eV/Å.

**HOMO-LUMO gap**: 5.999 eV
**Largest force on an atom**: 0.0210 hartree/bohr
**Highest occupied orbital energy**: -11.302 eV
**Charge**: +1
**Energy relative to the best compared isomer or geometry (same formula, charge and spin)**: 0.0 kcal per mole

---

The following is a quantum chemistry calculation of a cluster of 8 separate species, C14H17Cl28NO6PS2 in total in a non-equilibrium geometry, from the Open Molecules 2025 dataset.

The geometry in XYZ format:
```
69
Properties=species:S:1:pos:R:3:forces:R:3
C 3.43841 -3.41982 1.34078 1.3 -0.1 0.3
C 3.58633 -1.83372 0.95943 0.7 0.1 0.0
C 4.17385 -0.97755 2.26550 0.6 -0.6 -1.3
C 2.26944 -1.15245 0.26412 -0.2 0.4 -0.2
C 2.27817 -1.32612 -1.39918 0.3 0.5 0.5
C 0.82469 -1.69169 0.81312 -0.4 -0.7 -1.9
O 0.48733 -1.30250 2.18991 -1.5 1.1 -1.3
S -0.85219 -0.22314 2.23565 -0.2 7.2 2.5
O -0.70725 0.96484 1.20789 0.2 -5.4 2.4
O -0.75882 0.47787 3.64806 -0.2 -3.8 -4.4
N -2.41090 -1.00210 2.19682 2.6 -0.9 -2.5
S -2.81779 -1.64328 0.63068 -6.2 4.2 -2.1
O -4.38871 -1.80271 0.62168 4.9 -0.1 1.0
O -2.48381 -0.73264 -0.57346 0.4 -3.0 3.5
P -2.03644 -3.60176 0.21053 1.4 -2.4 -1.6
C -1.87540 -4.50585 1.89632 -0.1 0.4 0.7
O -3.17272 -4.47133 -0.83332 1.8 0.3 0.4
H 2.42891 -3.72342 1.84741 1.9 0.6 -1.2
H 4.28773 -3.64766 2.14828 -1.8 0.4 -1.7
H 3.72629 -4.10278 0.40660 -1.1 1.4 2.0
H 4.45942 -1.76926 0.14768 -2.0 -0.1 1.8
H 4.47379 0.09160 1.86714 -1.0 -2.2 1.1
H 5.20672 -1.50028 2.55689 -2.3 1.1 -0.4
H 3.44179 -0.96648 3.17821 1.4 0.1 -1.8
H 2.33159 0.01737 0.44774 -0.3 -2.4 -0.2
H 2.98926 -0.47756 -1.84009 -1.5 -2.0 0.9
H 2.67831 -2.38194 -1.73787 -0.9 2.1 0.7
H 1.19879 -1.12870 -1.80780 2.1 -0.5 0.7
H -0.00541 -1.28141 0.06101 1.8 -0.7 1.6
H 0.71824 -2.87978 0.77067 0.5 2.6 0.0
H -0.72542 -4.41142 2.20211 -2.5 -0.1 -0.8
H -2.13070 -5.63953 1.75818 0.3 2.2 0.3
H -2.52387 -3.95036 2.70089 1.3 -1.4 -1.5
H -2.65551 -4.83107 -1.63813 -0.9 1.3 2.1
C 6.21126 -4.12048 -2.03314 -0.1 0.1 0.0
Cl 4.50942 -4.54126 -2.35108 0.5 0.1 0.0
Cl 6.30957 -2.43656 -1.45931 0.1 -0.5 -0.3
Cl 6.87018 -5.21157 -0.78817 -0.2 0.3 -0.3
Cl 7.15602 -4.29261 -3.53401 -0.2 0.0 0.3
C -3.98873 3.31798 1.68992 0.3 -0.8 0.0
Cl -3.66906 4.19827 0.17423 -0.1 -0.1 0.4
Cl -5.72242 3.42728 2.08599 0.2 0.1 0.0
Cl -3.53169 1.60740 1.49091 -0.6 1.2 0.1
Cl -3.03163 4.03891 3.00864 -0.2 -0.1 -0.3
C -4.72242 -4.55442 5.30621 0.0 0.4 -0.2
Cl -3.36601 -5.56941 4.75455 -0.4 0.1 0.3
Cl -6.25381 -5.43767 5.08436 0.3 0.1 0.1
Cl -4.50753 -4.16219 7.03091 0.0 -0.1 -0.3
Cl -4.76234 -3.04823 4.35509 0.1 -0.5 0.3
C -1.35384 5.38972 -3.18437 0.1 -0.2 0.3
Cl -3.05675 5.38554 -2.66045 0.6 0.1 -0.2
Cl -1.24535 4.78444 -4.85660 0.0 0.0 0.4
Cl -0.71416 7.05108 -3.11145 -0.3 -0.5 0.3
Cl -0.39896 4.33789 -2.10889 -0.3 0.3 -0.3
C -5.55383 3.52310 -5.53436 0.1 -0.1 0.2
Cl -7.24168 3.59694 -6.10017 0.3 0.0 0.1
Cl -4.88037 5.17085 -5.45786 -0.3 -0.4 -0.2
Cl -5.50257 2.78472 -3.91363 0.0 0.2 -0.5
Cl -4.59062 2.53973 -6.66575 -0.2 0.2 0.2
C 4.55829 2.22505 4.52694 -0.4 -0.1 -0.1
Cl 2.85645 1.80427 4.20900 0.5 0.2 0.1
Cl 4.65660 3.90897 5.10077 0.0 -0.3 -0.1
Cl 5.21721 1.13396 5.77191 -0.1 0.2 -0.3
Cl 5.50305 2.05292 3.02607 0.0 0.4 0.5
C -0.24167 8.38443 -6.91997 0.0 -0.1 0.1
Cl -0.42946 10.12411 -7.25560 0.0 -0.4 0.1
Cl 0.35399 7.55834 -8.38191 -0.1 0.2 0.3
Cl 0.92545 8.15825 -5.59284 -0.1 0.2 -0.6
Cl -1.81669 7.69692 -6.44938 0.4 0.3 -0.3
```
Positions in Å, forces in eV/Å.

**HOMO-LUMO gap**: 7.479 eV
**Largest force on an atom**: 0.1518 hartree/bohr
**Highest occupied orbital energy**: -6.135 eV
**Charge**: -1

---

The following is a quantum chemistry calculation of a cluster of 2 separate species, C14H17F in total in a non-equilibrium geometry, from the Open Molecules 2025 dataset.

The geometry in XYZ format:
```
32
Properties=species:S:1:pos:R:3:forces:R:3
C 0.34176 -0.62059 -1.70742 -3.9 -0.4 2.3
C 2.05895 0.89119 -2.31853 -1.9 0.5 1.2
C 0.74363 -1.55426 -2.61953 1.3 -1.9 -0.7
C 2.36680 0.03707 -3.35651 1.8 1.0 -0.1
C 0.89865 0.64857 -1.49537 1.8 -1.7 -1.1
C 1.83784 -1.22097 -3.44381 -1.4 -0.3 -1.3
C -2.85321 -0.21705 1.09395 -0.3 0.3 -0.4
C 0.72191 2.71674 -0.08179 1.0 -1.6 -1.9
C 0.35087 1.44784 -0.41365 -1.1 2.1 1.2
C -2.52838 -0.01341 2.22176 0.0 0.2 1.5
C 2.16375 -2.09494 -4.62411 -0.6 0.4 -2.3
C -0.47572 0.18743 3.55437 -2.3 1.9 -1.0
C -2.61373 -0.34458 4.76295 -2.1 0.5 1.0
C -2.03887 0.36559 3.57065 2.0 0.7 -0.3
F -2.18104 1.77971 3.68609 -0.7 -0.6 0.0
H -0.65853 -0.87303 -1.07095 2.6 0.5 -1.4
H 2.66410 1.76421 -2.16129 0.0 0.4 -0.1
H 0.36622 -2.65095 -2.69289 0.2 2.3 0.3
H 3.14540 0.38094 -4.08792 -0.7 -0.6 0.8
H -0.58088 1.07007 0.15847 1.7 0.2 -1.2
H -3.19990 -0.18881 0.09736 -0.1 -0.4 -0.4
H 1.59193 3.22556 -0.63023 -1.5 -0.6 1.1
H 0.11545 3.19480 0.64942 0.1 0.7 0.5
H 2.23673 -1.53287 -5.67532 0.0 -0.8 2.5
H 3.08474 -2.68228 -4.52665 -0.3 0.0 0.1
H 1.26401 -2.72353 -4.77425 0.8 -0.2 0.0
H -0.18823 0.66515 2.62177 0.5 -0.7 -0.3
H -0.34246 -0.83871 3.67943 1.1 -1.5 -0.1
H -0.05066 0.83548 4.28456 0.3 0.0 1.1
H -2.16905 -1.30678 4.86038 0.3 -1.0 -0.2
H -2.32324 0.15876 5.72250 -0.4 0.0 -1.0
H -3.74884 -0.50633 4.71656 1.6 0.5 0.1
```
Positions in Å, forces in eV/Å.

**HOMO-LUMO gap**: 8.899 eV
**Largest force on an atom**: 0.0892 hartree/bohr
**Highest occupied orbital energy**: -8.274 eV
**Energy relative to the best compared isomer or geometry (same formula, charge and spin)**: 41.8 kcal per mole
**Structure (SMILES)**: C=Cc1ccc(C)cc1.C#CC(C)(C)F

---

The following is a quantum chemistry calculation of a structure of composition C14H17F5NO6S2 in a non-equilibrium geometry, from the Open Molecules 2025 dataset.

The geometry in XYZ format:
```
45
Properties=species:S:1:pos:R:3:forces:R:3
O 1.77177 -3.34252 -0.48739 0.8 1.8 -1.0
S 1.90953 -1.87427 -0.36610 -2.7 -2.5 2.7
O 1.76258 -1.54354 1.07472 0.7 1.0 -1.9
N 0.70826 -1.21620 -1.32127 2.8 1.8 0.4
S 1.11053 0.30286 -1.85540 0.9 -1.2 -3.4
O 0.52830 0.47156 -3.19686 -0.3 0.0 2.1
O 2.55170 0.59966 -1.89384 -1.3 -0.1 1.4
C 0.15908 1.53512 -0.78461 -1.2 0.2 1.1
F -0.44361 2.54221 -1.60069 1.5 -1.7 1.6
F 1.02760 2.12931 0.18881 -1.7 -1.0 -2.0
C -0.98134 0.70023 -0.09954 -0.5 0.3 0.2
C -0.83332 0.34214 1.30277 -2.0 -0.6 -1.5
C -1.88380 -0.46794 1.91118 0.4 0.9 -2.2
C -3.02207 -0.88108 1.08789 0.9 0.7 -0.6
C -3.14734 -0.50892 -0.32954 1.8 1.2 1.3
C -4.31904 -0.97079 -1.22241 1.4 -1.2 -0.2
F -5.11999 -1.89739 -0.57537 0.5 1.6 -0.9
F -5.06571 0.03813 -1.76825 0.5 -1.2 0.9
F -3.76685 -1.66290 -2.30449 -1.0 0.9 1.1
C -2.09487 0.31570 -0.95067 -0.6 -1.0 2.4
H 3.16634 -1.45147 -0.74074 -0.8 0.0 -0.3
H 0.07521 0.70649 1.83234 -1.0 -0.6 -0.4
H -1.74984 -0.75941 2.97620 -0.5 0.1 -1.1
H -3.81745 -1.51060 1.55931 0.8 0.7 -0.6
H -2.17565 0.61323 -2.02473 0.3 -0.3 1.2
C 1.93328 4.25227 -1.68875 0.0 0.4 0.1
C 1.96184 5.69881 -2.10298 -0.3 0.0 0.3
O 1.24854 6.52609 -1.57303 0.2 0.0 -0.2
C 2.91572 6.08244 -3.20739 -0.1 0.4 0.0
H 1.21236 4.11049 -0.88970 0.1 0.2 -0.1
H 1.64246 3.62701 -2.53484 0.2 -0.1 0.0
H 2.92087 3.96062 -1.32494 0.0 -0.2 -0.2
H 2.66576 5.53829 -4.11999 0.2 -0.1 0.1
H 3.94138 5.86071 -2.90653 0.0 -0.2 -0.1
H 2.83128 7.15233 -3.40287 0.0 -0.1 0.0
C -0.87094 -5.42920 3.33171 -0.4 0.1 0.0
C -0.34197 -4.01697 3.33684 0.0 0.4 -0.1
O -1.09119 -3.06395 3.34076 0.0 -0.3 0.2
C 1.15241 -3.83743 3.33521 0.0 0.3 0.1
H -1.96140 -5.40698 3.33275 0.1 0.0 0.0
H -0.53175 -5.94941 2.43407 0.1 -0.1 0.1
H -0.53000 -5.95738 4.22456 0.1 -0.1 -0.1
H 1.57991 -4.28739 2.43712 0.1 0.0 0.1
H 1.58269 -4.29610 4.22934 0.0 -0.2 -0.1
H 1.38873 -2.77387 3.33736 0.0 -0.1 -0.1
```
Positions in Å, forces in eV/Å.

**HOMO-LUMO gap**: 9.241 eV
**Largest force on an atom**: 0.0889 hartree/bohr
**Highest occupied orbital energy**: -6.392 eV
**Charge**: -1